Below is a structure of composition C3H9BrCl2O5P2, with properties calculated with ωB97M-V/def2-TZVPD.

Geometry (Å):
C (3.327, 1.954, -0.378)
C (2.065, 1.549, -1.139)
O (1.089, 1.052, -0.173)
P (-0.045, 0.086, -0.698)
O (-0.042, -0.229, -2.120)
O (0.056, -1.163, 0.276)
O (-1.404, 0.786, -0.196)
P (-2.494, 1.337, -1.348)
O (-3.783, 1.073, -0.413)
Br (-2.274, 3.569, -1.036)
H (3.096, 1.964, 0.685)
H (3.650, 2.954, -0.645)
H (4.122, 1.231, -0.530)
H (1.622, 2.414, -1.622)
H (2.289, 0.788, -1.875)
H (0.733, -1.004, 0.939)
H (-3.521, 1.098, 0.517)
C (-1.581, -3.895, 1.858)
Cl (-1.624, -2.973, 3.368)
Cl (-3.086, -4.775, 1.576)
H (-1.424, -3.204, 1.039)
H (-0.770, -4.611, 1.917)

Total charge = 0
LUMO energy = 0.29 eV
HOMO energy = -0.3692 Eh

The computed Mulliken charges, all in e, follow: C -1.06; C -0.23; O -0.27; P 0.77; O -0.62; O -0.41; O -0.18; P 0.42; O -0.41; Br -0.24; H 0.30; H 0.31; H 0.30; H 0.28; H 0.38; H 0.32; H 0.35; C -0.01; Cl -0.17; Cl -0.15; H 0.05; H 0.27

=====

Below is a cluster of 2 separate species, C3H9BrClNSi in total in a non-equilibrium geometry, with properties calculated with ωB97M-V/def2-TZVPD.

Geometry (Å):
C (1.835, 0.071, 1.153)
C (1.307, 1.260, -0.982)
C (-4.280, -0.018, 0.722)
N (1.200, 0.095, -0.118)
Si (0.298, -1.208, -0.840)
Cl (0.674, -2.989, -0.022)
Br (-2.633, 0.251, -0.177)
H (1.568, 1.020, 1.761)
H (1.588, -0.840, 1.718)
H (2.948, 0.324, 0.991)
H (0.292, 1.831, -1.238)
H (2.076, 2.090, -0.702)
H (1.708, 0.867, -2.001)
H (-4.942, -0.699, 0.214)
H (-3.975, -0.560, 1.700)
H (0.335, -1.496, -2.178)

Energy above the lowest of the compared OMol25 structures with the same formula, charge and spin = 426.9 kJ/mol
Total charge = 0
LUMO energy (alpha / beta) = -0.05 / -0.77 eV
HOMO energy (alpha / beta) = -0.3222 / -0.2433 Eh

The computed Mulliken charges, all in e, follow: C -0.83; C -0.94; C -0.58; N 0.30; Si 0.10; Cl -0.25; Br 0.06; H 0.28; H 0.29; H 0.28; H 0.22; H 0.31; H 0.34; H 0.27; H 0.22; H -0.07

=====

Below is the molecule C3H9BrNPS in a non-equilibrium geometry, with properties calculated with ωB97M-V/def2-TZVPD.

Geometry (Å):
C (-1.936, 0.548, -0.907)
N (-0.536, 0.688, -0.374)
C (-0.401, 0.523, 0.998)
S (-0.849, -1.017, 1.922)
P (0.744, 0.064, -1.452)
C (1.835, -1.076, -0.488)
Br (2.052, 1.864, -1.520)
H (-2.004, 1.191, -1.732)
H (-2.350, -0.521, -1.051)
H (-2.622, 1.108, -0.168)
H (0.691, 0.521, 1.336)
H (-1.055, 1.248, 1.454)
H (0.233, -1.109, 2.564)
H (1.298, -1.871, 0.126)
H (2.554, -1.628, -1.146)
H (2.347, -0.533, 0.438)

Energy above the lowest of the compared OMol25 structures with the same formula, charge and spin = 145.9 kJ/mol
Total charge = 0
LUMO energy = 0.71 eV
HOMO energy = -0.3256 Eh
Structure (SMILES) = CN(CS)P(C)Br

The computed Mulliken charges, all in e, follow: C -1.01; N 0.08; C -0.71; S -0.20; P 0.11; C -0.86; Br -0.21; H 0.41; H 0.29; H 0.35; H 0.28; H 0.46; H 0.09; H 0.28; H 0.34; H 0.31

=====

Below is a cluster of 2 separate species, C3H9BrO2Si in total in a non-equilibrium geometry, with properties calculated with ωB97M-V/def2-TZVPD.

Geometry (Å):
C (0.662, -1.008, -0.971)
C (-3.786, -0.492, 0.108)
C (3.689, 0.243, 1.403)
O (-0.708, -0.938, -0.609)
O (-2.740, 0.366, 0.566)
Si (-1.140, 0.250, 0.439)
Br (-0.564, 2.134, -0.580)
H (1.202, -0.851, -0.105)
H (0.809, -0.258, -1.675)
H (0.840, -2.044, -1.607)
H (-4.572, -0.322, 0.751)
H (-3.600, -1.629, 0.096)
H (-3.915, -0.133, -0.878)
H (4.360, -0.541, 1.714)
H (2.770, 0.429, 2.049)
H (3.703, 0.996, 0.640)

Energy above the lowest of the compared OMol25 structures with the same formula, charge and spin = 369.4 kJ/mol
Total charge = 0
LUMO energy (alpha / beta) = -0.07 / -1.19 eV
HOMO energy (alpha / beta) = -0.2968 / -0.3315 Eh

The computed Mulliken charges, all in e, follow: C -0.50; C -0.53; C -0.91; O -0.14; O -0.13; Si 0.06; Br -0.21; H 0.20; H 0.30; H 0.19; H 0.27; H 0.24; H 0.26; H 0.32; H 0.25; H 0.34

=====

Below is the molecule C3H9F2N2P in a non-equilibrium geometry, with properties calculated with ωB97M-V/def2-TZVPD.

Geometry (Å):
C (-0.807, -1.401, 0.737)
N (-0.473, -0.602, -0.484)
C (-1.068, 0.689, -0.474)
N (0.862, -0.696, -0.932)
C (1.771, 0.413, -0.650)
P (0.669, -1.473, -2.511)
F (0.297, -0.257, -3.630)
F (2.281, -1.567, -2.855)
H (-0.454, -2.334, 0.645)
H (-0.521, -1.073, 1.691)
H (-1.796, -1.459, 0.682)
H (-1.022, 1.175, -1.490)
H (-2.061, 0.815, -0.194)
H (-0.550, 1.276, 0.382)
H (1.747, 1.227, -1.303)
H (1.356, 0.721, 0.318)
H (2.843, 0.143, -0.559)

Energy above the lowest of the compared OMol25 structures with the same formula, charge and spin = 0.0 kJ/mol
Total charge = 0
LUMO energy = 0.89 eV
HOMO energy = -0.3288 Eh
Structure (SMILES) = CN(C)N(C)P(F)F

The computed Mulliken charges, all in e, follow: C -1.20; N 0.04; C -0.92; N 0.07; C -0.80; P 0.40; F -0.32; F -0.30; H 0.42; H 0.35; H 0.47; H 0.24; H 0.31; H 0.33; H 0.33; H 0.34; H 0.23

=====

Below is a structure of composition C3H9FIN3O2S in a non-equilibrium geometry, with properties calculated with ωB97M-V/def2-TZVPD.

Geometry (Å):
C (-0.533, -1.949, 0.205)
C (-2.751, -0.061, -0.702)
C (2.569, 1.814, 0.106)
N (-0.739, -0.499, 0.328)
N (-1.318, 0.236, -0.590)
N (1.672, 0.714, -0.210)
O (0.016, 1.576, 1.582)
O (1.179, -0.545, 2.019)
F (2.408, -0.424, -0.491)
S (0.509, 0.298, 1.068)
I (-0.522, 0.180, -2.480)
H (-0.166, -2.299, 1.163)
H (-1.489, -2.466, 0.004)
H (0.247, -2.049, -0.556)
H (-3.372, 0.594, -1.452)
H (-2.937, -1.179, -1.025)
H (-3.119, -0.093, 0.336)
H (2.854, 1.748, 1.170)
H (3.374, 1.573, -0.447)
H (2.121, 2.831, -0.029)

Energy above the lowest of the compared OMol25 structures with the same formula, charge and spin = 151.0 kJ/mol
Total charge = 0
LUMO energy = -0.12 eV
HOMO energy = -0.3344 Eh

The computed Mulliken charges, all in e, follow: C -0.89; C -0.79; C -0.91; N 0.37; N -0.62; N 0.10; O -0.66; O -0.63; F -0.22; S 1.19; I 0.11; H 0.32; H 0.32; H 0.37; H 0.30; H 0.26; H 0.38; H 0.31; H 0.41; H 0.26

=====

Below is a cluster of 2 separate species, C3H9FO in total in a non-equilibrium geometry, with properties calculated with ωB97M-V/def2-TZVPD.

Geometry (Å):
C (0.000, 0.000, 0.000)
C (-1.249, -0.239, -0.845)
C (-2.342, -1.132, -0.200)
F (-1.857, -2.361, 0.210)
H (0.486, 0.960, -0.243)
H (0.723, -0.814, -0.173)
H (-0.274, 0.006, 1.068)
H (-1.801, 0.679, -1.124)
H (-1.045, -0.805, -1.774)
H (-3.166, -1.314, -0.915)
H (-2.774, -0.645, 0.695)
O (5.083, -1.500, 0.553)
H (4.239, -1.741, 0.998)
H (5.138, -2.107, -0.220)

Energy above the lowest of the compared OMol25 structures with the same formula, charge and spin = 1.4 kJ/mol
Total charge = 0
LUMO energy = 0.78 eV
HOMO energy = -0.4198 Eh
Structure (SMILES) = CCCF.O

The computed Mulliken charges, all in e, follow: C -0.95; C -0.30; C -0.40; F -0.30; H 0.31; H 0.24; H 0.29; H 0.27; H 0.27; H 0.28; H 0.29; O -0.65; H 0.32; H 0.33

=====

Below is a cluster of 2 separate species, C3H9IN2 in total in a non-equilibrium geometry, with properties calculated with ωB97M-V/def2-TZVPD.

Geometry (Å):
C (-0.870, 0.385, 0.930)
C (-1.285, -1.039, 0.827)
C (1.644, 0.344, -2.028)
N (3.682, 1.074, -0.885)
N (2.681, 1.217, -1.698)
I (0.118, 0.836, -3.262)
H (-1.037, 0.933, 1.953)
H (-1.611, 0.992, 0.246)
H (0.153, 0.480, 0.590)
H (-1.213, -1.420, -0.136)
H (-2.143, -1.361, 1.404)
H (1.424, -0.498, -1.349)
H (-0.416, -1.644, 1.397)
H (3.689, 0.265, -0.219)
H (2.718, 2.052, -2.210)

Energy above the lowest of the compared OMol25 structures with the same formula, charge and spin = 296.0 kJ/mol
Total charge = 0
LUMO energy (alpha / beta) = 0.43 / 0.39 eV
HOMO energy (alpha / beta) = -0.2843 / -0.2875 Eh

The computed Mulliken charges, all in e, follow: C -0.52; C -0.85; C -0.37; N -0.87; N 0.35; I 0.02; H 0.27; H 0.17; H 0.14; H 0.28; H 0.34; H 0.40; H 0.20; H 0.23; H 0.22

=====

Below is a structure of composition C3H9INP in a non-equilibrium geometry, with properties calculated with ωB97M-V/def2-TZVPD.

Geometry (Å):
C (0.472, -0.600, 1.289)
C (1.096, -0.532, -1.062)
C (-0.072, -0.790, -0.118)
N (-1.193, 0.097, -0.487)
P (-0.366, 2.092, 0.196)
I (-2.967, -0.451, 0.436)
H (1.266, 0.187, 1.332)
H (-0.415, -0.465, 1.857)
H (1.003, -1.580, 1.622)
H (2.003, -1.099, -0.970)
H (1.390, 0.592, -1.199)
H (0.755, -0.787, -2.156)
H (-0.514, -1.683, -0.421)
H (-0.815, 2.437, -1.210)
H (-1.642, 2.584, 0.889)

Energy above the lowest of the compared OMol25 structures with the same formula, charge and spin = 180.1 kJ/mol
Total charge = 0
LUMO energy = -0.55 eV
HOMO energy = -0.3132 Eh

The computed Mulliken charges, all in e, follow: C -1.22; C -1.10; C 0.07; N -0.65; P 0.05; I 0.07; H 0.34; H 0.36; H 0.34; H 0.38; H 0.22; H 0.29; H 0.65; H 0.10; H 0.08

=====

Below is a structure of composition C3H9InO3 in a non-equilibrium geometry, with properties calculated with ωB97M-V/def2-TZVPD.

Geometry (Å):
O (2.488, 1.731, -0.510)
H (1.750, 2.502, -0.307)
H (3.194, 1.906, 0.118)
C (-0.827, -2.349, -0.333)
O (-0.579, -0.948, -0.324)
C (-1.691, -0.138, 0.090)
C (-1.340, 1.333, -0.063)
H (0.081, -2.840, -0.698)
H (-1.057, -2.698, 0.684)
H (-1.673, -2.561, -1.000)
H (-1.910, -0.385, 1.141)
H (-2.550, -0.399, -0.545)
H (-1.597, 1.631, -1.098)
H (-1.981, 1.891, 0.643)
In (1.028, 0.094, -0.078)
O (0.000, 1.638, 0.178)

Total charge = +2
LUMO energy = -12.41 eV
HOMO energy = -0.7132 Eh

The computed Mulliken charges, all in e, follow: O -0.66; H 0.52; H 0.42; C -0.56; O -0.24; C -0.42; C -0.35; H 0.31; H 0.35; H 0.30; H 0.38; H 0.43; H 0.32; H 0.33; In 1.41; O -0.55

=====

Below is a cluster of 2 separate species, C3H9N in total in a non-equilibrium geometry, with properties calculated with ωB97M-V/def2-TZVPD.

Geometry (Å):
C (1.154, -0.198, -0.557)
N (1.925, -1.215, -0.136)
C (2.436, -0.977, 1.169)
H (0.853, -0.308, -1.645)
H (0.814, 0.618, 0.040)
H (3.313, -0.308, 1.147)
H (2.627, -1.955, 1.576)
H (1.782, -0.540, 1.976)
C (-2.942, 1.054, -0.690)
H (-3.832, 1.659, -0.756)
H (-2.960, 0.651, -1.858)
H (-3.090, 0.131, -0.185)
H (-2.081, 1.387, -0.080)

Energy above the lowest of the compared OMol25 structures with the same formula, charge and spin = 234.4 kJ/mol
Total charge = 0
LUMO energy = 0.90 eV
HOMO energy = -0.3725 Eh
Structure (SMILES) = C=NC.C

The computed Mulliken charges, all in e, follow: C -0.24; N -0.40; C -0.75; H 0.25; H 0.26; H 0.29; H 0.30; H 0.29; C -0.97; H 0.28; H 0.21; H 0.28; H 0.20

=====

Below is a cluster of 2 separate species, C3H9N in total in a non-equilibrium geometry, with properties calculated with ωB97M-V/def2-TZVPD.

Geometry (Å):
C (0.444, -1.738, -1.191)
C (0.522, -0.879, -0.167)
C (-0.246, -0.756, 1.139)
H (0.477, -1.397, -2.217)
H (-0.335, -2.521, -1.136)
H (1.370, -0.210, -0.316)
H (-0.258, 0.297, 1.364)
H (0.518, -1.262, 1.763)
H (-1.155, -1.340, 1.208)
N (-0.217, 2.395, -0.238)
H (-1.183, 2.117, -0.179)
H (0.289, 1.941, 0.483)
H (-0.226, 3.353, -0.513)

Energy above the lowest of the compared OMol25 structures with the same formula, charge and spin = 199.0 kJ/mol
Total charge = 0
LUMO energy = 1.09 eV
HOMO energy = -0.3318 Eh
Structure (SMILES) = C=CC.N

The computed Mulliken charges, all in e, follow: C -0.78; C 0.07; C -0.86; H 0.28; H 0.23; H 0.26; H 0.22; H 0.27; H 0.30; N -0.55; H 0.20; H 0.19; H 0.19

=====

Number 1: E -127164.447 eV. Number 2: E -95186.230 eV. Number 3: E -94912.978 eV. Number 4: E -85270.392 eV. Number 5: E -20960.591 eV. Number 6: E -33470.079 eV. Number 7: E -8021.623 eV. Number 8: E -14334.110 eV. Number 9: E -22132.949 eV. Number 10: E -14551.414 eV. Number 11: E -4744.680 eV. Number 12: E -4745.047 eV.